# C5H9F2N

A 2-piece molecular cluster, C5H9F2N overall in a non-equilibrium geometry (the ωB97M-V functional and the def2-TZVPD basis, the OMol25 dataset).

Structure (ORCA input):
```
! wB97M-V def2-TZVPD RIJCOSX def2/J DEFGRID3
* xyz 0 1
F 3.062 -0.512 -1.426
F 3.622 -1.118 0.659
N -1.275 -1.508 0.467
C 2.819 -0.357 -0.126
C 0.948 1.175 -0.533
C 1.773 0.298 0.394
C -2.322 -0.749 -0.196
C -0.244 -1.851 -0.214
H 0.145 -1.440 -1.162
H -3.361 -0.894 0.208
H 0.491 -2.446 0.272
H -1.988 0.244 -0.272
H 0.075 1.496 0.108
H 0.628 0.679 -1.384
H -2.543 -1.001 -1.304
H 1.709 1.966 -0.610
H 1.728 0.310 1.469
*
```

For the HOMO-LUMO gap, the calculation gives 10.4 eV. The value obtained for the HOMO energy is -0.348 Ha. Its largest force on an atom is 4.47 eV/A. Its energy relative to the best compared isomer or geometry (same formula, charge and spin) is 47.9 kcal/mol.